Record 1
Molecular formula: C2HO3PS2
Method: DFT, ωB97M-V/def2-TZVPD

Structure (XYZ):
```
9
Properties=species:S:1:pos:R:3:nbo_charge:R:1
C -0.93 0.18 0.30 -0.36
C -0.06 -0.74 -0.28 0.17
O 2.36 0.90 -0.95 -1.14
O 2.42 -0.74 1.11 -1.15
O -0.20 -1.80 -0.87 -0.58
P 1.66 0.08 0.11 1.94
S 0.11 1.37 1.06 -0.14
S -3.54 0.74 -1.27 -0.97
H -1.81 0.01 0.79 0.22
```

## Properties
total charge	-2
HOMO-LUMO gap (spin up / spin down)	6.09 / 5.73	eV

***

Record 2
Molecular formula: C21H47INO8S2
Method: DFT, ωB97M-V/def2-TZVPD

Structure (XYZ):
```
80
Properties=species:S:1:pos:R:3:mulliken_charge:R:1
C 2.61 -3.37 1.68 -1.08
C 3.52 -2.51 0.76 -0.52
C 3.44 -0.95 1.00 -0.77
C 2.21 -0.45 1.82 -0.55
C 1.84 1.02 1.30 -0.92
C 0.36 1.10 0.75 -0.46
C 0.30 1.27 -0.81 -1.16
C 0.96 0.09 -1.59 0.55
C 0.44 -1.33 -1.15 1.27
C 0.28 -2.35 -2.34 -1.03
S -1.50 -2.40 -2.80 1.10
O -1.63 -3.30 -3.98 -0.67
O -1.89 -0.98 -3.07 -0.63
N -2.37 -3.05 -1.50 -0.54
S -4.00 -2.67 -1.69 1.08
O -4.45 -2.64 -3.12 -0.67
O -4.82 -3.68 -0.94 -0.74
C -4.33 -1.02 -1.00 -0.91
C -3.72 -0.93 0.45 -0.36
C -4.89 -1.06 1.47 -1.09
I -4.05 -1.16 3.47 -0.02
H 1.54 -3.14 1.53 0.22
H 2.72 -4.43 1.34 0.36
H 2.89 -3.34 2.75 0.33
H 4.58 -2.80 0.96 0.38
H 3.38 -2.71 -0.32 0.26
H 4.35 -0.64 1.56 0.50
H 3.53 -0.47 0.00 0.23
H 2.51 -0.31 2.88 0.51
H 1.29 -1.04 1.69 0.28
H 1.95 1.78 2.09 0.44
H 2.50 1.33 0.47 0.49
H -0.13 1.96 1.25 0.38
H -0.25 0.20 1.00 0.21
H 0.80 2.23 -1.05 0.38
H -0.77 1.31 -1.13 0.33
H 2.06 0.17 -1.42 0.21
H 0.81 0.20 -2.68 -0.30
H 1.24 -1.76 -0.50 -1.19
H -0.46 -1.27 -0.51 -0.13
H 0.53 -3.39 -2.02 0.42
H 0.88 -2.10 -3.22 0.41
H -3.92 -0.20 -1.61 0.34
H -5.44 -0.89 -0.93 0.53
H -3.02 -1.76 0.63 0.44
H -3.18 0.03 0.58 0.29
H -5.59 -0.21 1.36 0.45
H -5.46 -1.98 1.24 0.43
C -2.32 -0.17 7.82 -0.78
O -1.94 -0.21 6.46 -0.31
C -2.00 1.07 5.84 -0.36
C -0.61 1.68 5.70 -0.33
O -0.05 2.01 6.96 -0.40
C 0.91 1.06 7.39 -0.70
H -2.06 -1.13 8.27 0.25
H -1.80 0.62 8.37 0.33
H -3.40 -0.03 7.91 0.31
H -2.66 1.74 6.39 0.32
H -2.42 0.92 4.84 0.20
H -0.70 2.62 5.14 0.36
H 0.05 1.01 5.14 0.21
H 1.83 1.17 6.80 0.31
H 0.54 0.04 7.30 0.31
H 1.15 1.26 8.43 0.24
C 1.00 4.33 -6.34 -0.68
O 1.58 3.61 -7.42 -0.38
C 2.87 3.09 -7.10 -0.48
C 2.80 1.61 -6.79 -0.59
O 2.09 1.36 -5.59 -0.28
C 0.76 0.89 -5.83 -0.73
H -0.05 4.51 -6.59 0.25
H 1.03 3.76 -5.41 0.27
H 1.50 5.29 -6.21 0.32
H 3.31 3.64 -6.26 0.32
H 3.50 3.25 -7.97 0.37
H 3.82 1.24 -6.64 0.36
H 2.37 1.06 -7.63 0.35
H 0.80 -0.14 -6.19 0.35
H 0.24 1.52 -6.56 0.38
H 0.22 0.91 -4.89 0.14
```

## Properties
total charge	-1
HOMO-LUMO gap	7.97	eV

***

Record 3
Molecular formula: H22O11
Method: DFT, ωB97M-V/def2-TZVPD

Structure (XYZ):
```
33
Properties=species:S:1:pos:R:3:nbo_charge:R:1
O 0.37 -0.16 -0.12 -0.97
H -0.15 -0.97 -0.09 0.48
H -0.28 0.54 -0.27 0.48
O 3.39 0.13 -0.27 -0.96
H 2.85 0.24 -1.05 0.46
H 2.96 -0.60 0.21 0.49
O -1.05 1.75 -2.17 -0.96
H -1.52 2.48 -2.60 0.49
H -0.67 1.24 -2.90 0.50
O 1.37 3.14 -2.13 -0.97
H 1.72 3.22 -3.02 0.48
H 0.58 2.56 -2.21 0.48
O 0.44 0.50 2.86 -0.93
H 0.12 -0.11 2.18 0.47
H 0.21 0.09 3.70 0.46
O 2.37 -2.10 1.69 -0.94
H 1.45 -1.88 1.48 0.47
H 2.41 -2.14 2.65 0.47
O -3.13 -1.46 0.14 -0.99
H -3.43 -1.58 -0.76 0.47
H -2.83 -0.53 0.19 0.50
O -2.85 1.26 0.09 -0.97
H -2.46 1.69 -0.69 0.49
H -3.46 1.90 0.46 0.49
O 0.89 -3.64 -1.05 -0.94
H 0.47 -3.34 -0.23 0.48
H 0.24 -3.49 -1.74 0.46
O -0.57 -2.62 1.22 -0.99
H -1.41 -2.95 0.87 0.51
H -0.73 -2.50 2.16 0.49
O 0.57 3.23 0.63 -0.97
H 0.82 3.29 -0.30 0.48
H 1.32 2.82 1.06 0.48
```

## Properties
SMILES	O.O.O.O.O.O.O.O.O.O.O
HOMO-LUMO gap	9.57	eV

***

Record 4
Molecular formula: C35H27IN3O3PRuS
Method: DFT, ωB97M-V/def2-TZVPD

Structure (XYZ):
```
72
Properties=species:S:1:pos:R:3:mulliken_charge:R:1
Ru -0.16 0.80 1.25 0.49
C -1.20 3.05 -3.96 -0.59
C -2.28 2.18 -3.84 -0.73
C -2.44 1.42 -2.71 -0.38
C -1.51 1.53 -1.65 -0.21
C -0.43 2.42 -1.78 0.25
C -0.28 3.17 -2.92 -1.27
N -1.64 0.81 -0.51 1.24
N -2.64 -0.01 -0.35 -0.92
C -2.68 -0.66 0.81 0.02
C -3.73 -1.54 1.12 -0.43
C -3.74 -2.22 2.33 -0.67
C -2.72 -2.03 3.25 -0.66
C -1.67 -1.17 2.95 -0.39
C -1.63 -0.46 1.77 0.80
H -1.09 3.65 -4.85 0.45
H -2.99 2.10 -4.65 0.43
H -3.28 0.75 -2.58 0.50
H 0.27 2.50 -0.94 0.83
H 0.55 3.85 -3.02 0.44
H -4.52 -1.68 0.40 0.54
H -4.55 -2.90 2.54 0.42
H -2.73 -2.55 4.20 0.48
H -0.86 -1.05 3.66 0.52
O 2.04 1.41 1.20 -0.65
S 2.30 0.65 2.44 1.35
O 3.19 1.26 3.36 -0.68
O 0.96 0.34 3.03 -0.55
C 2.92 -0.96 1.96 0.15
C 3.84 -1.57 2.78 -0.61
C 4.28 -2.85 2.49 -0.77
C 3.78 -3.50 1.37 -0.76
C 2.86 -2.87 0.54 -0.32
C 2.41 -1.59 0.83 -0.05
P 1.22 -0.76 -0.28 2.16
C 0.14 -2.11 -0.82 0.42
C -0.25 -3.09 0.10 -0.94
C -1.15 -4.07 -0.27 -0.81
C -1.69 -4.07 -1.55 -0.65
C -1.35 -3.07 -2.44 -0.86
C -0.45 -2.08 -2.08 -0.54
C 2.24 -0.26 -1.70 0.43
C 2.57 -1.15 -2.72 -0.22
C 3.28 -0.71 -3.81 -0.76
C 3.67 0.62 -3.91 -0.64
C 3.36 1.50 -2.89 -0.75
C 2.66 1.07 -1.79 -0.67
H 4.21 -1.03 3.64 0.56
H 4.99 -3.34 3.13 0.43
H 4.10 -4.50 1.14 0.45
H 2.48 -3.39 -0.33 0.44
H 0.16 -3.08 1.10 0.47
H -1.43 -4.84 0.44 0.48
H -2.37 -4.85 -1.84 0.44
H -1.80 -3.05 -3.43 0.49
H -0.20 -1.29 -2.77 0.55
H 2.27 -2.19 -2.65 0.41
H 3.54 -1.40 -4.60 0.45
H 4.21 0.96 -4.78 0.43
H 3.67 2.54 -2.95 0.50
H 2.44 1.75 -0.98 0.49
I -1.85 3.71 5.87 0.13
C -1.83 3.82 3.77 -0.64
C -2.66 4.70 3.08 -0.10
C -2.60 4.71 1.70 -1.00
C -1.75 3.82 1.05 -0.04
N -0.98 2.97 1.72 -0.06
C -0.99 2.98 3.05 0.04
H -3.33 5.36 3.61 0.43
H -3.19 5.41 1.13 0.46
H -1.69 3.80 -0.03 0.38
H -0.30 2.31 3.57 0.41
```

## Properties
2S+1	2
<S²>	0.778
total charge	+1
HOMO-LUMO gap (spin up / spin down)	6.96 / 6.74	eV

***

Record 5
Molecular formula: C36H46I2NOOsSi5Te
Method: DFT, ωB97M-V/def2-TZVPD

Structure (XYZ):
```
93
Properties=species:S:1:pos:R:3:mulliken_charge:R:1
Os 0.54 0.37 0.15 -0.06
I -0.36 -4.67 -0.20 0.15
C -0.57 -3.18 -1.60 -0.49
C -1.13 -3.48 -2.87 -0.27
C -1.27 -2.51 -3.83 -0.38
I -2.13 -3.02 -5.65 0.13
C -0.85 -1.17 -3.57 1.07
C -0.94 -0.08 -4.46 -0.64
C -0.51 1.16 -4.07 -1.09
C 0.00 1.34 -2.78 0.26
N 0.10 0.35 -1.91 -0.04
C -0.31 -0.91 -2.31 -0.14
C -0.17 -1.91 -1.32 0.50
O 0.40 -1.52 -0.16 -0.25
H -1.45 -4.49 -3.07 0.37
H -1.35 -0.24 -5.45 0.24
H -0.56 2.01 -4.74 0.48
H 0.34 2.31 -2.45 0.15
C 4.98 -1.76 2.51 -0.99
Si 3.63 -2.48 3.59 0.52
C 2.54 -3.62 2.62 -0.69
C 4.37 -3.34 5.07 -1.05
Si 2.36 -0.73 4.52 0.14
Te 1.36 0.37 2.48 -0.16
Si 0.56 -1.47 5.84 0.51
C -0.26 -2.94 5.06 -1.06
C 1.34 -1.95 7.47 -1.03
C -0.66 -0.09 6.10 -0.72
Si 3.57 1.10 5.37 0.56
C 4.57 0.46 6.81 -1.05
C 2.36 2.40 5.92 -0.63
C 4.69 1.78 4.05 -0.86
H 5.51 -2.57 2.01 0.40
H 5.70 -1.20 3.11 0.26
H 4.58 -1.09 1.75 0.29
H 3.15 -4.40 2.15 0.41
H 2.00 -3.10 1.82 -0.03
H 1.81 -4.12 3.25 0.28
H 5.04 -4.14 4.73 0.40
H 3.60 -3.80 5.70 0.25
H 4.96 -2.67 5.70 0.28
H 0.38 -3.82 5.11 0.29
H -0.51 -2.77 4.01 0.30
H -1.18 -3.17 5.60 0.40
H 2.08 -2.74 7.36 0.28
H 0.56 -2.30 8.15 0.39
H 1.84 -1.10 7.96 0.27
H -1.14 0.20 5.17 -0.08
H -0.20 0.80 6.53 0.25
H -1.45 -0.43 6.79 0.53
H 3.95 0.00 7.58 0.28
H 5.11 1.29 7.27 0.40
H 5.31 -0.28 6.49 0.28
H 1.75 2.06 6.75 0.28
H 1.69 2.70 5.11 -0.07
H 2.90 3.30 6.24 0.43
H 5.47 1.07 3.77 0.27
H 5.18 2.69 4.42 0.40
H 4.14 2.04 3.14 0.15
C -5.07 2.51 -1.18 -0.56
C -4.64 3.48 -0.28 -0.76
C -3.38 3.38 0.28 -0.16
C -2.52 2.32 -0.03 0.50
C -2.99 1.35 -0.93 -0.37
C -4.25 1.44 -1.50 -0.67
Si -0.81 2.29 0.71 -0.01
C 0.38 3.40 -0.24 0.30
C 1.78 3.33 -0.13 0.28
C 2.60 4.17 -0.87 -0.79
C 2.04 5.11 -1.73 -0.55
C 0.66 5.21 -1.84 -0.64
C -0.16 4.36 -1.11 -0.60
C -0.95 3.00 2.43 0.71
C -1.74 2.36 3.39 -0.51
C -1.95 2.93 4.64 -0.53
C -1.38 4.16 4.95 -0.60
C -0.59 4.80 4.01 -0.88
C -0.38 4.23 2.76 -0.43
H -6.06 2.58 -1.62 0.39
H -5.29 4.30 -0.02 0.43
H -3.06 4.14 0.99 0.41
H -2.37 0.49 -1.16 0.23
H -4.58 0.68 -2.19 0.47
H 2.24 2.64 0.56 0.23
H 3.68 4.10 -0.77 0.46
H 2.68 5.77 -2.30 0.39
H 0.22 5.95 -2.49 0.43
H -1.23 4.44 -1.22 0.38
H -2.21 1.41 3.16 0.58
H -2.58 2.42 5.36 0.50
H -1.55 4.60 5.92 0.40
H -0.14 5.76 4.25 0.42
H 0.23 4.76 2.04 0.43
```

## Properties
total charge	+1
HOMO-LUMO gap (spin up / spin down)	5.35 / 5.31	eV